80
Properties=species:S:1:pos:R:3:forces:R:3 method="wB97M-V/def2-TZVPD" orbital_gap_ev="4.7 / 4.7" charge=+2
H -0.1969 1.0996 -2.6859 0.213 -0.039 0.571
H 4.3501 -2.6643 -2.7261 0.031 -0.015 -0.061
C 1.2275 -2.1708 4.4926 -0.078 0.119 -0.226
H 1.9032 3.7774 -2.9458 0.012 0.043 0.021
H 1.0616 3.0008 1.7132 0.080 -0.129 -0.135
H -1.1310 -0.4089 -2.4591 0.247 -0.034 0.492
C -4.2907 -0.1612 1.9973 0.052 0.114 0.002
N 1.2972 4.4672 -1.0625 -0.812 0.513 -0.333
N 1.3385 -2.9168 3.2462 -0.464 -0.857 0.052
H -0.1224 -0.1631 3.5779 0.088 0.028 -0.108
H 3.6963 -1.3448 4.6641 -0.010 0.034 -0.030
I -1.8155 1.5159 1.6610 0.116 -0.919 -0.536
H 0.6405 -2.8680 1.2950 -0.032 0.076 -0.018
C 2.3438 1.8960 -1.1833 0.681 -0.336 -0.539
H 2.9667 4.9970 -2.2122 -0.057 -0.085 0.028
H 1.0849 5.2150 0.8790 0.017 0.061 -0.015
H -2.1404 -2.8075 -1.2633 -0.023 -0.192 0.379
C -1.2404 -2.3359 -0.8684 0.691 -0.370 0.091
H -6.1242 -1.1914 2.3843 -0.087 0.025 0.079
C 2.7360 -2.9741 2.8494 -0.017 0.095 -0.111
C 0.4534 3.3278 -0.8102 -0.334 0.625 -0.384
H -0.0093 3.0267 -1.7512 0.041 -0.088 0.135
I -2.7250 1.6713 -1.9897 0.544 -0.422 -0.179
H 2.8305 -3.5411 1.9202 0.025 -0.032 0.042
C 2.4481 -0.9882 1.6063 0.608 -0.134 -0.199
H -0.3278 3.6164 -0.0994 0.032 -0.131 -0.069
C 0.9217 -0.1759 3.2496 0.073 0.045 0.415
N 2.1412 -3.8500 -2.8470 1.226 0.159 -0.394
H 4.3834 2.7491 0.2394 -0.041 0.053 -0.017
H 0.1818 -2.1390 4.8089 0.060 -0.030 0.041
Pd -0.0595 0.2828 0.0255 0.910 -1.927 -1.766
C -2.5896 -1.3662 0.7368 -1.177 0.193 0.765
C 2.3466 4.1219 -2.0085 -0.022 -0.165 0.041
N 1.2334 2.1905 -0.2369 -0.937 -1.119 -0.015
C 3.1107 -0.8648 3.8797 -0.100 0.018 -0.193
C 1.8787 4.9426 0.1807 -0.014 -0.231 0.067
H 2.5527 -1.5691 0.6853 -0.061 0.153 0.132
N 1.7122 -0.8161 4.2723 -0.218 0.644 0.816
H 0.9948 -5.4477 -3.4067 -0.015 -0.220 0.173
C -1.2902 -5.0209 -2.0113 0.567 -0.244 0.405
N 3.2331 -1.6206 2.6395 0.726 0.063 -0.335
H -4.6064 0.7473 2.4819 -0.114 0.130 0.119
C -0.9112 0.5762 -2.0492 -0.728 0.567 0.469
C 3.6134 -2.0364 -2.2383 0.022 0.261 -0.201
H 1.8289 -2.6520 5.2650 -0.086 0.004 -0.026
N 2.6838 3.8688 0.7517 0.072 0.091 0.680
H 3.9297 -1.8407 -1.2147 0.032 0.013 0.109
H -1.0896 -5.9191 -2.6001 0.021 0.025 0.119
O 1.3241 -0.8745 -1.1731 -0.581 3.369 1.362
C 1.8535 2.7165 1.0070 0.462 0.130 0.915
N 1.0107 -0.8945 1.9504 -0.196 0.744 -0.251
H 2.8395 0.0204 1.4370 -0.061 -0.129 -0.021
H -3.1146 -3.4193 0.3599 -0.001 -0.050 -0.013
H -0.4949 -2.2606 2.5363 0.050 0.056 -0.095
H 3.4874 0.1494 3.7262 0.010 -0.009 0.035
H 2.9646 1.0991 -0.7623 -0.158 0.052 -0.005
C -0.0849 -4.1033 -2.0992 0.181 -0.742 -1.262
C 0.5508 -2.2837 2.2144 -0.125 -0.369 0.082
H -1.4040 -5.3284 -0.9631 -0.058 -0.088 -0.184
C -4.6981 -2.4250 1.3542 -0.110 0.150 0.030
H -5.3249 -3.3028 1.3372 -0.057 -0.068 0.022
H 2.5085 5.8120 -0.0068 -0.056 -0.022 0.010
C 1.1621 -2.0459 -1.6144 -1.056 -2.954 -0.229
C -0.0380 -2.8329 -1.4916 0.504 1.286 -0.219
C -5.1415 -1.2531 1.9463 0.160 0.031 -0.029
C 3.7466 3.5300 -0.1862 0.075 -0.253 0.114
H 1.9251 1.5416 -2.1295 -0.031 0.005 0.153
H 3.3209 -3.4617 3.6303 -0.033 -0.007 -0.059
C -3.4492 -2.4815 0.7782 0.379 0.148 -0.070
C -3.0326 -0.2277 1.4223 0.156 -0.044 -0.181
C 2.2847 -2.7002 -2.2706 -0.401 0.562 0.727
C 1.0212 -4.5400 -2.8210 -1.705 0.146 0.665
H -2.6424 -4.5099 -3.3394 0.048 -0.025 0.064
H 2.4809 1.9379 1.4530 -0.214 0.068 -0.086
N 3.1604 3.0582 -1.4319 0.408 -0.274 -0.488
H 3.5487 -1.0753 -2.7473 0.174 0.120 -0.062
H 1.2732 0.8525 3.1191 -0.056 -0.060 -0.045
H 4.3561 4.4139 -0.3748 -0.015 -0.057 0.000
O -2.5062 -4.4296 -2.3883 -0.566 0.352 -0.234
N -1.3541 -1.4715 0.0966 1.115 1.500 -0.996

***

61
Properties=species:S:1:pos:R:3:forces:R:3 method="wB97M-V/def2-TZVPD" orbital_gap_ev=5.1 charge=-1 relative_energy_kj_mol=0.0
H -0.7140 3.3238 1.3491 -0.001 0.006 -0.001
H -2.2707 2.9556 -0.2561 0.002 -0.037 0.003
Sb -0.5409 -4.1635 0.9771 -0.021 -0.363 0.069
C 4.0678 -1.6530 -1.5308 -0.004 0.006 -0.034
F 2.5520 0.6832 1.4491 -0.128 0.016 0.153
Se -0.9247 -6.2305 -0.1771 -0.022 0.092 0.098
C -2.1435 -0.3432 -2.1856 -0.029 -0.165 -0.074
H -2.9853 2.0977 -2.4013 0.016 0.019 -0.027
C -2.2310 -1.6285 -1.3755 -0.051 -0.042 -0.205
H 0.2315 0.5506 5.7228 0.007 0.020 -0.002
F 4.6973 -0.8388 1.9230 -0.001 -0.026 0.042
H 0.6344 1.2011 -2.9643 0.026 -0.008 -0.022
H 2.2837 1.6539 -2.5663 0.005 0.010 0.006
H 0.8660 -1.3860 4.9234 -0.018 -0.028 -0.005
C -1.9237 2.0259 -2.1644 0.006 -0.071 0.030
N -1.6066 0.6910 -1.6208 -0.175 0.212 -0.001
C 4.6594 -1.6610 -0.2833 -0.024 0.032 0.012
H -1.3280 -0.2631 5.4739 0.036 -0.019 -0.005
C -3.4742 -2.6909 -3.2441 0.013 0.138 -0.056
C 0.8090 2.9238 -1.6361 0.033 -0.006 -0.001
S -1.3640 0.5549 1.4349 -0.073 0.094 -0.067
H 0.4100 -1.3928 2.1905 0.018 -0.028 -0.083
C -1.5760 3.0391 -1.0938 0.015 0.017 -0.054
C -0.7732 0.6658 5.3281 -0.072 -0.015 0.005
C 2.9390 -0.8880 -1.7584 -0.104 -0.133 -0.034
F 5.7524 -2.3944 -0.0541 0.027 -0.031 0.011
C -0.4714 0.2599 2.8777 -0.017 -0.126 -0.088
C 2.9901 -0.1252 0.4678 0.050 0.063 -0.029
C 0.0821 3.4663 0.6219 0.021 -0.024 -0.009
F -4.0785 -3.7100 -3.8592 -0.035 -0.066 -0.008
N -0.2388 2.7253 -0.5991 -0.137 -0.009 -0.108
H -1.6362 4.0564 -1.5018 -0.015 0.018 0.041
Be -0.2751 0.8086 -0.3889 0.218 0.071 0.178
F -2.9404 -1.3036 -0.2315 0.036 -0.005 0.097
N -0.7677 1.0699 3.9253 0.117 -0.055 0.030
Se -2.1187 -3.3415 2.6056 0.079 0.022 -0.099
Se 1.7820 -3.5993 1.4175 0.007 0.196 -0.018
F -3.1059 -3.8340 -1.2863 -0.073 -0.199 0.201
H 1.9885 -1.7917 3.6290 -0.005 -0.013 -0.048
H -1.3647 2.2267 -3.0796 0.023 0.015 0.031
C 4.1130 -0.8833 0.7193 0.001 -0.042 -0.013
C -3.3597 -1.4621 -3.9680 -0.013 -0.129 0.081
C 1.2783 1.5582 -2.1485 0.009 0.081 0.032
F 4.5855 -2.3952 -2.5152 -0.002 -0.012 -0.005
H 0.4368 3.5782 -2.4313 0.007 0.021 0.005
N 1.2471 0.7001 -0.9815 -0.080 -0.047 0.050
H 1.0063 3.0672 1.0391 0.003 0.007 -0.003
Se -0.4109 -2.2881 -1.0632 -0.012 0.267 0.091
C -2.9646 -2.7600 -2.0120 0.035 0.210 -0.115
H -1.2629 1.4587 5.8897 -0.020 -0.017 -0.002
H 1.6532 3.4205 -1.1593 0.006 -0.003 0.000
F 2.3834 -0.9333 -2.9824 0.026 0.036 0.015
H 1.9331 -0.1221 4.2338 -0.037 0.016 0.019
F -3.8699 -1.4426 -5.1856 -0.031 0.001 -0.163
H 0.2061 4.5350 0.4100 -0.002 -0.001 0.009
C -2.7530 -0.3577 -3.4859 0.081 -0.010 0.114
C 1.3384 -1.0109 4.0177 0.051 0.048 0.032
C 2.3478 -0.0988 -0.7702 0.004 -0.060 0.014
H -1.4961 1.7167 3.6714 0.048 0.063 -0.010
F -2.6758 0.7124 -4.3054 0.015 -0.002 -0.071
N 0.3723 -0.7328 2.9691 0.162 -0.005 -0.009